No. 1
Below is a structure of composition C36H34I2N5O6STeZn, with properties calculated with ωB97M-V/def2-TZVPD.

XYZ file:
```
86
Properties=species:S:1:pos:R:3:lowdin_charge:R:1
Zn -0.1677 0.0894 0.5263 0.594
I -1.2505 4.1195 3.6539 0.866
C 0.3701 2.8144 3.6295 -0.649
C 1.3478 2.9010 4.6235 -0.248
C 2.4182 2.0453 4.6526 -0.684
I 3.8282 2.2581 6.1857 0.828
C 2.5572 1.0415 3.6614 -0.212
C 3.5972 0.0900 3.5936 -0.048
C 3.6184 -0.8331 2.5858 -0.040
C 2.6005 -0.8175 1.6211 -0.110
N 1.6235 0.0528 1.6621 0.064
C 1.5713 0.9705 2.6541 -0.146
C 0.4182 1.8618 2.6060 -0.464
O -0.4431 1.7402 1.6865 -0.164
H 1.2467 3.6617 5.3864 0.068
H 4.3705 0.0970 4.3508 0.054
H 4.4029 -1.5752 2.5236 0.101
H 2.5830 -1.5228 0.8036 0.082
C 3.9082 -2.1226 -1.6590 -0.014
C 3.2126 -0.9035 -2.1618 -0.363
N 2.2173 -0.2791 -1.5822 0.176
C 1.9275 0.7940 -2.3965 -0.113
C 2.7626 0.8001 -3.4891 -0.078
N 3.5708 -0.2818 -3.3128 0.159
C 2.9707 1.6539 -4.7186 -0.609
O 2.1675 2.6147 -4.8684 -0.006
O 3.8903 1.2902 -5.4639 -0.014
C 0.8451 1.7487 -2.0641 -0.478
O 0.6333 2.7199 -2.9114 0.115
O 0.1798 1.6478 -1.0435 -0.003
H 3.1919 -2.8049 -1.2049 0.062
H 4.6617 -1.8658 -0.9109 0.076
H 4.4050 -2.6465 -2.4762 0.075
H 4.2883 -0.5050 -3.9858 0.156
H 1.3019 2.7190 -3.7178 0.046
S -1.1154 -1.2314 2.7614 0.530
C -1.9377 -2.6342 2.3701 -0.936
N -2.5005 -3.6254 2.1465 0.022
C 0.2530 -2.8972 -0.4694 -0.037
C -0.8215 -2.1524 -1.2572 -0.718
O -1.3068 -2.7103 -2.2600 -0.100
N -1.1367 -0.9440 -0.8110 -0.265
Te -2.7268 0.0206 -1.9631 1.707
C -4.3192 -0.0540 -3.5452 -0.337
C -5.4998 0.6818 -3.3994 -0.297
C -5.8075 1.4731 -2.1549 -0.070
C -6.4310 0.6894 -4.4379 -0.034
C -6.2145 -0.0065 -5.6174 -0.288
C -7.2350 -0.0003 -6.7253 -0.070
C -5.0290 -0.7158 -5.7492 -0.033
C -4.0766 -0.7501 -4.7335 -0.318
C -2.8079 -1.5308 -4.9633 -0.076
C -4.0308 -0.8320 -0.5214 -0.339
C -4.1370 -0.2065 0.7224 -0.312
C -3.4863 1.1026 1.0845 -0.097
C -4.8913 -0.8228 1.7213 -0.030
C -5.5319 -2.0279 1.5142 -0.285
C -6.2329 -2.7435 2.6342 -0.062
C -5.4351 -2.6141 0.2593 -0.029
C -4.6889 -2.0489 -0.7640 -0.267
C -4.5893 -2.7946 -2.0671 -0.051
H 0.3044 -3.9272 -0.8171 0.075
H 0.0420 -2.8726 0.6000 0.033
H 1.2063 -2.3989 -0.6525 0.015
H -4.9554 2.0871 -1.8550 0.063
H -6.0323 0.8160 -1.3136 0.075
H -6.6638 2.1284 -2.3214 0.068
H -7.3476 1.2602 -4.3178 0.103
H -8.0521 0.6865 -6.5012 0.064
H -7.6648 -0.9942 -6.8723 0.072
H -6.7884 0.3046 -7.6741 0.071
H -4.8358 -1.2649 -6.6669 0.111
H -2.9818 -2.3331 -5.6830 0.074
H -2.4092 -1.9674 -4.0463 0.017
H -2.0310 -0.8816 -5.3775 0.088
H -2.7123 1.4222 0.3899 0.011
H -3.0212 1.0278 2.0670 0.049
H -4.2354 1.9006 1.1194 0.085
H -4.9251 -0.3593 2.7023 0.119
H -6.3219 -2.1057 3.5142 0.067
H -5.6591 -3.6289 2.9163 0.075
H -7.2341 -3.0680 2.3405 0.067
H -5.9019 -3.5789 0.0886 0.111
H -4.9599 -3.8119 -1.9359 0.076
H -3.5532 -2.8474 -2.4063 0.046
H -5.1798 -2.3136 -2.8496 0.073
```

The value obtained for the relative energy (zero: lowest compared OMol25 entry of this formula, charge and spin) is 0.0 kJ/mol. The calculation puts the HOMO-LUMO gap (alpha / beta) at 5.2 / 6.0 eV. The total charge is -2. Its expectation value of S² is 0.758. The largest force on an atom is 0.28 eV Å⁻¹. The HOMO energy (alpha / beta) comes out at -2.01 / -2.89 eV. Its spin multiplicity is 2.

No. 2
Below is a structure of composition C36H34IrN8O2S in a non-equilibrium geometry, with properties calculated with ωB97M-V/def2-TZVPD.

XYZ file:
```
82
Properties=species:S:1:pos:R:3:lowdin_charge:R:1
Ir -0.2138 -0.3408 0.5642 1.258
N 0.6252 -2.1930 0.3939 -0.100
N 0.3246 -2.7088 -0.8746 0.049
C 0.3122 -1.7888 -1.8765 -0.438
N 0.5725 -2.2127 -3.0849 0.232
N -0.0222 -0.5898 -1.4861 -0.039
N -0.0342 0.4720 -2.3542 -0.205
O 0.3358 0.4928 -3.5717 0.029
O 0.5804 1.5816 -1.5740 -0.036
H 1.6428 -2.2286 0.5083 0.073
H 0.1845 -2.7693 1.1329 0.110
H 0.8188 -3.5586 -1.0041 0.110
H 1.1910 -3.0116 -3.2367 0.134
H 0.6129 -1.5156 -3.8452 0.123
C -2.3150 3.4919 -0.2304 0.030
C -2.5991 3.8625 1.0583 -0.015
C -2.1838 3.0431 2.1237 0.037
C -1.5271 1.8566 1.8406 -0.278
N -1.2721 1.4268 0.6207 -0.004
C -1.6867 2.1880 -0.5519 -0.392
C -1.1814 0.9426 2.9210 -0.214
C -1.6709 1.0959 4.2302 -0.025
C -1.4293 0.1308 5.1809 -0.043
C -0.5940 -0.9747 4.9058 -0.011
C -0.1350 -1.0858 3.6095 -0.343
C -0.4849 -0.1822 2.5527 -0.217
H -2.7511 4.1424 -0.9924 0.150
H -3.0388 4.8076 1.1830 0.105
H -2.5034 3.1911 3.1498 0.110
H -2.1799 1.5670 -2.4311 0.107
H -2.1894 1.9848 4.4601 0.084
H -1.7889 0.2133 6.1526 0.089
H -0.2834 -1.6510 5.6571 0.102
H 1.6072 -1.6231 2.8568 0.093
N 0.7855 -2.0872 3.3358 0.061
S 4.4202 -2.1490 -1.7979 1.012
C 4.2774 -1.2186 -0.3160 -0.556
C 3.4583 -0.0767 -0.1845 -0.108
C 3.2580 0.4971 1.0406 -0.096
C 3.9908 -0.0067 2.1095 -0.081
C 4.8411 -1.1229 2.0469 -0.048
C 4.9874 -1.6962 0.7738 -0.129
C 3.8247 -3.7930 -1.3296 -0.505
C 3.1833 -4.1248 -0.1295 -0.119
C 2.4900 -5.3309 -0.0763 -0.114
C 2.3727 -6.1392 -1.1623 -0.085
C 3.0937 -5.8416 -2.3438 -0.051
C 3.8371 -4.6783 -2.3601 -0.157
H 1.1484 -2.6343 4.1006 0.091
H 2.9869 0.2753 -1.0696 0.087
H 2.6912 1.4233 1.1765 0.110
H 4.0182 0.4987 3.0388 0.096
H 5.5735 -1.3331 2.7806 0.099
H 5.7960 -2.4544 0.6716 0.132
H 3.1432 -3.4723 0.7390 0.091
H 1.9609 -5.4667 0.8733 0.121
H 1.8418 -7.0852 -1.0235 0.116
H 3.1350 -6.5363 -3.1680 0.111
H 4.3155 -4.2870 -3.3153 0.126
C -6.6536 1.0300 -1.0298 -0.075
C -5.7880 0.9608 0.0974 -0.054
C -4.4242 1.0773 -0.0646 -0.030
C -3.8819 1.2078 -1.3416 -0.245
C -4.6954 1.2074 -2.4881 -0.005
C -6.0892 1.1425 -2.2842 -0.082
N -2.5000 1.4101 -1.4740 0.097
C -0.3675 2.6699 -1.3111 -0.338
C -0.6800 3.3054 -2.6368 -0.009
C -0.3378 4.5855 -2.9351 -0.031
C 0.2427 5.4171 -1.8948 -0.029
C 0.6187 4.8949 -0.6364 -0.081
C 0.3980 3.5981 -0.3934 -0.010
H -7.6875 0.9520 -0.8417 0.088
H -6.0668 0.8844 1.1093 0.091
H -3.7310 1.1282 0.7600 0.099
H -4.2734 1.2135 -3.4674 0.100
H -6.7770 1.1808 -3.0964 0.096
H -1.0878 2.7695 -3.3976 0.076
H -0.4811 4.9946 -3.9295 0.115
H 0.5003 6.4946 -1.9344 0.115
H 1.0277 5.4789 0.1884 0.123
H 0.5809 3.1799 0.6026 0.121
```

The value obtained for the relative energy (zero: lowest compared OMol25 entry of this formula, charge and spin) is 13.8 kJ/mol. The calculation puts the HOMO-LUMO gap (alpha / beta) at 7.8 / 6.0 eV. The total charge is +1. Its expectation value of S² is 6.093. The largest force on an atom is 3.15 eV Å⁻¹. The HOMO energy (alpha / beta) comes out at -10.09 / -10.19 eV. Its spin multiplicity is 5.